One molecule with the formula C17H16F3NO2S, computed with the ωB97M-V functional and the def2-TZVPD basis.

Last columns: bonded neighbours and bond lengths (Å).
Atoms and positions in Å:
1 O -1.20 -3.79 -0.74  S2 1.430
2 S -0.41 -2.75 -0.16  O1 1.430, O3 1.427, N4 1.685, C15 1.799
3 O 0.61 -3.10 0.78  S2 1.427
4 N 0.25 -1.90 -1.45  S2 1.685, C5 1.413, H25 1.011
5 C 0.42 -0.51 -1.25  N4 1.413, C6 1.392, C10 1.391
6 C -0.47 0.39 -1.84  C5 1.392, C7 1.382, H26 1.081
7 C -0.35 1.74 -1.59  C6 1.382, C8 1.384, H27 1.079
8 C 0.64 2.21 -0.74  C7 1.384, C9 1.385, H28 1.080
9 C 1.53 1.32 -0.17  C8 1.385, C10 1.396, C14 1.496
10 C 1.44 -0.05 -0.43  C5 1.391, C9 1.396, C11 1.495
11 C 2.51 -0.91 0.14  C10 1.495, C12 1.534, H29 1.093, H30 1.088
12 C 3.87 -0.29 -0.20  C11 1.534, C13 1.538, H31 1.091, H32 1.090
13 C 3.99 1.17 0.28  C12 1.538, C14 1.537, H33 1.091, H34 1.091
14 C 2.64 1.75 0.74  C9 1.496, C13 1.537, H35 1.091, H36 1.094
15 C -1.46 -1.50 0.59  S2 1.799, C16 1.381, C24 1.378
16 C -1.00 -0.78 1.67  C15 1.381, C17 1.385, H37 1.078
17 C -1.75 0.28 2.16  C16 1.385, C18 1.385, H38 1.079
18 C -2.94 0.62 1.54  C17 1.385, C19 1.389, H39 1.079
19 C -3.40 -0.12 0.46  C18 1.389, C20 1.505, C24 1.389
20 C -4.69 0.23 -0.22  C19 1.505, F21 1.339, F22 1.343, F23 1.344
21 F -5.14 1.45 0.09  C20 1.339
22 F -4.58 0.20 -1.56  C20 1.343
23 F -5.68 -0.63 0.09  C20 1.344
24 C -2.66 -1.19 -0.02  C15 1.378, C19 1.389, H40 1.079
25 H -0.30 -2.12 -2.27  N4 1.011
26 H -1.25 0.02 -2.49  C6 1.081
27 H -1.05 2.43 -2.05  C7 1.079
28 H 0.72 3.27 -0.54  C8 1.080
29 H 2.41 -0.98 1.23  C11 1.093
30 H 2.44 -1.92 -0.26  C11 1.088
31 H 3.99 -0.32 -1.29  C12 1.091
32 H 4.66 -0.89 0.23  C12 1.090
33 H 4.70 1.24 1.10  C13 1.091
34 H 4.37 1.79 -0.54  C13 1.091
35 H 2.70 2.83 0.80  C14 1.091
36 H 2.42 1.37 1.75  C14 1.094
37 H -0.06 -1.07 2.12  C16 1.078
38 H -1.40 0.85 3.00  C17 1.079
39 H -3.52 1.46 1.90  C18 1.079
40 H -3.00 -1.78 -0.86  C24 1.079

Values from the calculation:
HOMO = -9.1 eV
HOMO-LUMO gap = 9.4 eV
relative energy (zero: lowest compared OMol25 entry of this formula, charge and spin) = 70.06 kJ/mol